No. 1
Density functional theory data (ωB97M-V/def2-TZVPD) for a cluster of 2 separate species, C4H8F2N2O4S2 in total.

XYZ file:
```
22
Properties=species:S:1:pos:R:3:forces:R:3
C -0.82749 1.51748 1.11754 -2.20 0.29 -0.31
C -0.59664 0.65226 2.32182 1.11 -2.49 0.28
C -1.58971 0.64560 0.11696 1.88 -0.68 0.02
C -0.62589 -0.81641 1.85092 -1.73 2.29 -1.59
N -1.02972 -0.77311 0.32940 1.14 1.15 2.21
N -0.94724 -1.66901 -0.41680 0.01 -1.21 -0.54
O -0.79679 -0.58888 -2.85197 0.97 -0.51 0.25
O 1.51118 -0.15071 -3.48070 0.17 -0.33 -2.69
O 1.20203 -0.38052 -1.31871 -0.04 -0.48 2.36
O 3.67744 -0.73912 -1.94842 1.91 -2.61 -0.15
F 0.96347 -2.37277 -2.76434 -0.88 2.00 0.67
F 2.93371 0.87551 -0.24867 -0.13 -0.75 -1.41
S 0.57965 -0.81693 -2.61489 -1.22 -1.25 -2.61
S 2.76931 0.29047 -1.86183 -0.59 4.29 2.72
H -1.40786 2.32658 1.56428 -0.20 0.43 -0.99
H 0.04904 1.91239 0.67031 1.03 0.28 -0.11
H 0.39382 0.90922 2.60441 1.02 -0.13 0.78
H -1.19345 0.72516 3.22452 -0.59 0.70 -0.32
H -2.50855 0.43052 0.60621 -1.80 0.57 -0.89
H -1.38456 0.74721 -0.97085 -1.30 0.64 0.85
H 0.25946 -1.31410 1.91202 2.41 -1.44 0.09
H -1.43118 -1.41084 2.15880 -0.96 -0.74 1.36
```
Positions in Å, forces in eV/Å.

Energy: -42547.86971 eV
E_HOMO: -0.2794 hartree
Gap between HOMO and LUMO: 0.2771 hartree

No. 2
Density functional theory data (ωB97M-V/def2-TZVPD) for a cluster of 3 separate species, C5H5NO2 in total.

XYZ file:
```
13
Properties=species:S:1:pos:R:3:forces:R:3
C 0.04712 2.90932 0.01885 -0.14 0.68 0.32
C 2.54799 -3.35241 -0.22359 0.15 -0.22 -0.46
C 2.18571 -2.66496 0.66963 0.22 -0.06 -0.06
C -3.43535 -0.01798 0.20453 -0.78 0.36 -1.34
C 0.30049 0.40925 -0.19927 0.89 3.45 1.21
N 0.12366 1.66305 -0.13257 -0.32 -2.75 0.43
O -3.33164 -0.75937 1.05233 0.71 -1.81 2.66
O -3.64524 0.65153 -0.70051 0.09 1.45 -1.31
H -0.68545 3.47764 0.62641 0.03 -0.88 -0.80
H 2.90218 -3.89093 -1.04307 0.18 -0.59 -0.64
H 0.80589 3.44633 -0.50902 0.65 0.61 0.30
H 1.99863 -2.01915 1.44918 -0.56 0.88 1.12
H 0.18601 0.14768 -1.21289 -1.12 -1.12 -1.42
```
Positions in Å, forces in eV/Å.

Energy: -10846.13843 eV
ΔE to the lowest compared entry with this formula, charge and spin: 119.4 kcal per mole
E_HOMO: -0.3159 hartree
Gap between HOMO and LUMO: 0.3318 hartree

No. 3
Density functional theory data (ωB97M-V/def2-TZVPD) for the ion C2H3NO3P with charge -1.

XYZ file:
```
10
Properties=species:S:1:pos:R:3:forces:R:3
C -0.52710 -1.65985 -0.04929 0.71 -0.04 0.18
C 0.17007 -0.33762 -0.32421 -2.68 2.10 0.62
N -1.02765 0.86653 -0.02032 2.30 -2.31 -1.65
O -1.81545 -1.59366 -0.03983 -0.24 -0.85 0.35
O 0.11598 -2.67693 0.13675 0.16 -0.18 -0.02
O -3.47652 0.40896 0.63994 -1.97 -0.44 1.42
P -2.54761 0.09416 -0.46562 1.67 2.00 -0.82
H 0.37922 -0.22707 -1.38305 0.18 0.01 -0.02
H 1.03239 -0.13719 0.29792 0.10 -0.14 0.02
H -1.04271 0.98666 0.99426 -0.25 -0.14 -0.09
```
Positions in Å, forces in eV/Å.

Energy: -19042.23544 eV
ΔE to the lowest compared entry with this formula, charge and spin: 0.0 kcal per mole
Total charge: -1
E_HOMO (alpha / beta): 0.0207 / -0.2008 hartree
Spin multiplicity: 3
Gap between HOMO and LUMO (alpha / beta): 0.1313 / 0.2777 hartree

No. 4
Density functional theory data (ωB97M-V/def2-TZVPD) for a cluster of 11 separate species, C40H76O21 in total.

XYZ file:
```
137
Properties=species:S:1:pos:R:3:forces:R:3
C -2.50148 3.07110 3.61949 -0.51 -0.31 0.36
O -3.10253 1.94803 2.95416 2.10 -0.10 -1.52
C -4.06278 1.22324 3.46196 -3.41 0.69 2.75
O -4.64175 1.54606 4.54101 1.80 -1.94 -3.26
O -4.37386 0.22231 2.58079 4.01 4.13 0.69
C -5.32740 -0.69026 2.84248 -1.04 -2.44 -0.06
H -3.04012 3.96212 3.29692 -0.10 0.00 0.64
H -1.46028 3.22129 3.33410 -0.04 -0.54 -0.68
H -2.46964 2.87149 4.69058 -0.61 0.46 0.11
H -5.04141 -1.56344 2.25607 -0.30 0.01 -0.46
H -6.24712 -0.27073 2.43479 -0.61 -0.57 0.97
H -5.19353 -1.10287 3.84244 -1.14 0.58 0.43
C -5.76456 -4.78175 -3.68212 -1.82 0.21 -0.71
O -4.79348 -3.92920 -3.14008 -0.41 -0.61 0.51
C -3.64714 -3.56070 -3.68644 0.75 -0.39 -1.44
O -3.23629 -3.62976 -4.82912 -0.84 -0.20 1.37
O -2.99995 -3.07261 -2.64236 2.75 0.49 1.04
C -1.56018 -2.79870 -2.72359 -0.26 0.91 -1.02
H -6.52897 -4.15125 -4.13627 0.17 -0.03 -0.68
H -6.36131 -5.22955 -2.88747 0.68 -0.08 0.54
H -5.47929 -5.58953 -4.35607 0.66 0.41 -0.05
H -1.09205 -2.80073 -1.73924 -0.73 -0.09 0.07
H -1.41268 -1.81582 -3.17110 -0.23 0.31 0.36
H -0.95029 -3.39120 -3.40556 -0.71 -0.91 0.03
C 5.50090 0.67938 1.78048 0.16 -1.37 2.60
O 5.55233 1.86388 1.09567 -0.74 1.15 -2.25
C 5.08183 1.83964 -0.18151 0.04 -1.89 -2.77
O 4.59165 0.87221 -0.82862 1.29 2.86 2.95
O 5.37750 3.01884 -0.73770 0.24 -0.78 1.08
C 4.99318 3.23292 -2.08412 -0.71 1.23 -0.93
H 6.38414 0.04706 1.69006 -0.25 -0.33 -1.16
H 4.53242 0.18211 1.72689 0.24 -0.29 -0.50
H 5.64100 0.92449 2.83328 -0.36 0.49 0.22
H 5.28570 2.49865 -2.83470 -0.22 -0.52 0.56
H 5.42576 4.17509 -2.42071 0.47 -0.02 0.47
H 3.93138 3.47917 -2.07940 -0.23 -0.63 -0.27
C 3.46752 2.55434 4.49980 -0.05 0.25 -0.24
O 4.10097 3.56187 3.67963 -0.23 -0.23 -0.79
C 3.39288 3.90020 2.56894 -1.69 0.98 -0.50
O 2.20478 3.53755 2.42662 3.48 1.06 -0.32
O 4.04234 4.80838 1.72691 -3.45 -3.09 1.11
C 5.42340 5.05428 1.75971 0.54 0.32 1.45
H 3.90099 2.65564 5.49476 0.05 -0.07 -0.18
H 3.62568 1.56200 4.07749 0.39 -0.02 0.01
H 2.38503 2.68122 4.51468 0.07 0.43 0.10
H 5.54222 5.68500 2.64071 0.64 0.53 -0.32
H 5.62041 5.55037 0.80934 0.37 -0.14 0.34
H 6.02256 4.16816 1.96920 -0.11 -0.09 -0.60
C 3.86950 -3.01259 -0.13197 -1.25 -0.84 0.79
C 2.84911 -4.04046 -0.77746 1.86 -0.04 -0.94
C 1.48972 -3.55273 -0.39466 -0.91 -1.40 -0.90
O 1.66685 -2.90620 0.82440 0.48 1.84 0.02
C 2.90865 -2.14823 0.69233 -0.18 0.06 0.95
H 4.49186 -2.43247 -0.81331 -0.13 -0.19 0.00
H 4.45752 -3.58687 0.58395 0.45 0.17 -0.31
H 3.07882 -5.04629 -0.42582 -0.23 0.10 0.39
H 3.01498 -4.12812 -1.85120 -0.22 0.27 -0.14
H 0.75973 -4.35842 -0.31669 0.21 -0.41 0.81
H 0.98142 -3.02707 -1.20299 0.48 1.31 0.01
H 3.18638 -1.91005 1.71909 0.44 -0.71 0.31
H 2.86408 -1.12230 0.32684 -0.94 0.00 -0.98
C 0.44705 -0.62700 5.54564 -0.68 -0.26 -1.46
C 0.21099 -0.13335 6.95105 0.38 -2.07 0.72
C 0.52620 1.29607 6.79519 -0.77 -0.05 0.90
O 0.10834 1.65357 5.51551 -0.47 1.88 -0.89
C -0.10977 0.56995 4.65046 1.63 -2.29 1.89
H -0.14383 -1.50636 5.28935 0.36 -0.15 0.13
H 1.49422 -0.77942 5.28429 0.04 -0.08 0.10
H 0.82362 -0.59357 7.72628 0.75 0.06 -0.37
H -0.73701 -0.51328 7.33194 -0.74 1.18 -0.32
H 1.60225 1.45970 6.73655 0.83 -0.05 -0.23
H 0.26506 1.98392 7.59941 -0.62 0.52 -0.42
H 0.41451 0.68607 3.70191 -0.29 0.68 -0.07
H -1.16495 0.34297 4.49825 -0.60 0.63 -0.06
C -3.07930 3.66025 -0.68241 2.30 0.43 1.14
C -3.90271 2.43025 -1.01304 -1.74 0.87 -0.44
C -5.26107 2.85108 -0.36356 -0.28 -0.59 0.48
O -5.21954 4.23051 -0.04281 -0.91 -0.83 -0.53
C -3.88299 4.59048 0.23151 -1.51 0.40 -1.20
H -2.70028 4.27191 -1.50114 -0.35 -0.41 -0.45
H -2.17319 3.33894 -0.16875 0.27 0.06 0.18
H -3.57306 1.43826 -0.70417 0.34 0.34 0.52
H -4.01578 2.34926 -2.09412 -0.21 0.11 -0.01
H -5.44638 2.37378 0.59871 0.19 -0.77 0.00
H -6.12109 2.64425 -1.00050 0.01 0.20 -0.02
H -3.69999 4.58004 1.30599 0.37 -0.26 0.07
H -4.00948 5.60900 -0.13550 1.49 0.40 0.36
C 2.88465 -0.65485 -4.70614 -0.93 0.53 1.26
C 3.84663 -1.10158 -3.58387 0.30 -0.59 0.60
C 5.15482 -0.56967 -4.14663 -0.55 -1.96 -0.82
O 4.76083 0.71626 -4.54686 2.05 0.88 0.79
C 3.48694 0.67335 -5.11315 -0.21 0.21 -0.58
H 1.90436 -0.51015 -4.25205 -0.23 0.03 -0.24
H 2.73590 -1.26942 -5.59399 0.44 -0.60 0.46
H 3.70418 -2.13917 -3.28185 0.59 -0.41 -0.70
H 3.80548 -0.62641 -2.60377 -1.01 0.73 -0.20
H 5.33119 -1.24290 -4.98553 0.43 0.26 -0.80
H 6.08414 -0.64597 -3.58214 -0.36 0.79 0.50
H 3.63513 0.77518 -6.18821 -0.48 0.00 -0.19
H 2.91368 1.52046 -4.73648 0.01 0.15 -0.05
C -2.45758 -4.73682 0.51297 0.08 -1.34 -1.88
C -3.55549 -5.79600 0.15656 -0.41 -0.75 2.88
C -4.61290 -5.38210 1.25613 -0.66 0.80 -1.30
O -4.37456 -3.98870 1.54414 -0.80 -0.36 1.77
C -3.28924 -3.56832 0.84946 1.75 1.57 -2.19
H -1.86052 -4.53707 -0.37682 0.21 0.10 0.08
H -1.77416 -4.87232 1.35123 -0.18 -1.17 0.00
H -3.31778 -6.84117 0.35461 0.57 0.01 0.18
H -4.01866 -5.87561 -0.82692 0.40 1.11 -0.17
H -4.63491 -5.92928 2.19858 0.38 -0.22 -0.16
H -5.62183 -5.34326 0.84543 -0.13 -0.66 -0.01
H -2.56904 -2.88322 1.29672 -0.76 0.62 0.93
H -3.56009 -3.11183 -0.10256 -0.44 0.40 -0.11
O -0.84845 0.34931 -6.85658 -0.41 0.65 2.26
C -1.28806 0.66101 -5.76117 0.52 0.23 -2.02
O -2.62341 0.48777 -5.49902 0.74 -0.63 -0.29
C -2.90701 0.69796 -4.13320 0.94 2.49 0.65
C -1.89754 1.90204 -3.78964 1.18 -2.64 -0.56
C -0.57542 1.30194 -4.51892 -2.85 -0.26 -0.85
H -2.74298 -0.19175 -3.52523 -0.06 0.00 -0.03
H -3.92490 1.08070 -4.05898 -0.04 -0.43 0.04
H -1.69385 2.05480 -2.72980 -0.35 0.16 -0.10
H -2.30980 2.76204 -4.31743 0.42 0.21 0.22
H -0.23615 0.37761 -4.05134 0.25 0.30 0.81
H 0.25545 1.96479 -4.76059 -0.28 -0.09 -0.13
O -1.70493 -0.46746 0.01038 5.44 1.38 -1.29
C -0.52631 -0.02648 -0.14305 -3.44 0.31 -0.39
O 0.19931 0.02387 -1.39279 -1.83 -0.52 1.78
C 1.42678 0.78730 -1.32444 -0.65 0.35 1.61
C 1.39534 1.44762 0.08023 1.09 -1.09 0.34
C 0.31226 0.71105 0.92066 1.06 0.33 -1.17
H 1.44988 1.60913 -2.04009 -0.30 -0.50 -0.51
H 2.28187 0.12361 -1.45272 -0.24 0.08 -0.11
H 1.33281 2.53374 0.01278 -0.50 -0.17 0.23
H 2.35345 1.22260 0.54872 0.16 0.34 0.00
H -0.09223 1.43687 1.62612 -1.11 -0.23 -0.49
H 0.75378 -0.06497 1.54591 0.27 -0.29 -0.15
```
Positions in Å, forces in eV/Å.

Energy: -85692.80822 eV
Total charge: +1
E_HOMO (alpha / beta): -0.4006 / -0.4002 hartree
Spin multiplicity: 2
Gap between HOMO and LUMO (alpha / beta): 0.2928 / 0.0674 hartree